{
  "formula": "C52H44ClCsN3O5P",
  "method": "the ωB97M-V functional and the def2-TZVPD basis",
  "species": ["Cs", "C", "C", "C", "C", "C", "C", "N", "C", "C", "C", "C", "C", "N", "C", "C", "C", "C", "C", "C", "N", "H", "H", "H", "H", "H", "H", "H", "H", "H", "H", "H", "H", "H", "H", "H", "O", "C", "O", "C", "C", "C", "C", "C", "C", "P", "C", "C", "C", "C", "C", "C", "C", "C", "C", "C", "C", "C", "H", "H", "H", "H", "H", "H", "H", "H", "H", "H", "H", "H", "H", "H", "C", "C", "C", "C", "C", "C", "C", "H", "H", "H", "H", "H", "H", "H", "C", "C", "C", "C", "Cl", "C", "C", "C", "O", "C", "C", "O", "O", "H", "H", "H", "H", "H", "H", "H", "H"],
  "coordinates": [[0.1461, -0.4333, -0.7696], [0.0393, -3.3611, 2.6500], [0.7489, -2.2928, 3.4250], [0.5398, -2.1455, 4.7983], [1.2268, -1.1642, 5.4855], [2.1145, -0.3570, 4.7915], [2.2590, -0.5645, 3.4240], [1.5886, -1.5007, 2.7569], [3.2088, 0.2850, 2.6421], [4.4728, 0.5682, 3.1551], [5.3165, 1.3794, 2.4171], [4.8699, 1.8870, 1.2111], [3.5896, 1.5525, 0.7731], [2.7824, 0.7573, 1.4760], [3.0596, 2.0762, -0.5191], [3.8817, 2.2321, -1.6221], [3.2967, 2.6193, -2.8225], [1.9387, 2.8433, -2.8711], [1.1861, 2.6964, -1.7004], [-0.3051, 2.8130, -1.7236], [1.7482, 2.3243, -0.5505], [0.6777, -4.2441, 2.5634], [-0.1565, -3.0316, 1.6295], [-0.8914, -3.6485, 3.1412], [-0.1744, -2.7861, 5.2997], [1.0649, -1.0182, 6.5471], [2.6582, 0.4378, 5.2848], [4.7843, 0.1443, 4.1007], [6.3084, 1.6182, 2.7817], [5.4881, 2.5457, 0.6162], [4.9330, 1.9814, -1.5683], [3.8951, 2.6902, -3.7228], [1.4292, 3.0506, -3.8017], [-0.6463, 3.7209, -2.2225], [-0.7247, 2.7668, -0.7191], [-0.6862, 1.9705, -2.3127], [-3.4193, 2.3133, 0.2275], [-3.2525, 1.0885, 0.2566], [-2.2966, 0.4415, 0.7700], [-4.3315, 0.2141, -0.4001], [-5.4160, 0.8447, -0.9993], [-6.4509, 0.1152, -1.5620], [-6.4019, -1.2718, -1.5308], [-5.3163, -1.9119, -0.9503], [-4.2673, -1.1851, -0.3836], [-2.8193, -2.0051, 0.4284], [-3.3830, -1.8605, 2.1783], [-4.6336, -2.2974, 2.6087], [-5.0189, -2.1617, 3.9352], [-4.1562, -1.5728, 4.8506], [-2.9152, -1.1159, 4.4290], [-2.5344, -1.2573, 3.1017], [-3.1879, -3.7828, 0.0710], [-3.5751, -4.7554, 0.9889], [-3.6435, -6.0972, 0.6255], [-3.3294, -6.4908, -0.6650], [-2.9265, -5.5335, -1.5903], [-2.8444, -4.2027, -1.2202], [-5.4114, 1.9275, -0.9959], [-7.2911, 0.6238, -2.0219], [-7.2031, -1.8607, -1.9636], [-5.2911, -2.9939, -0.9400], [-5.3178, -2.7402, 1.8929], [-5.9974, -2.5047, 4.2511], [-4.4579, -1.4556, 5.8852], [-2.2443, -0.6306, 5.1281], [-1.5886, -0.8572, 2.7610], [-3.8232, -4.4709, 2.0045], [-3.9418, -6.8358, 1.3611], [-3.3788, -7.5360, -0.9463], [-2.6519, -5.8281, -2.5960], [-2.4882, -3.4700, -1.9392], [1.6904, -3.6124, -0.4607], [2.1364, -2.9372, -1.5854], [1.5843, -3.1449, -2.8975], [1.9842, -2.4155, -3.9928], [2.9695, -1.4237, -3.9100], [3.5303, -1.1993, -2.6515], [3.1433, -1.9099, -1.5337], [2.1247, -3.4015, 0.5083], [0.9264, -4.3792, -0.5328], [0.8071, -3.8961, -3.0098], [1.5103, -2.6152, -4.9500], [3.2402, -0.8234, -4.7685], [4.2903, -0.4306, -2.5393], [3.6013, -1.6910, -0.5719], [-3.9357, -1.0666, -4.4581], [-3.8182, 0.2702, -5.1317], [-4.7500, 1.2694, -4.8616], [-4.6701, 2.4976, -5.4889], [-5.8801, 3.7190, -5.1406], [-3.6598, 2.7819, -6.3884], [-2.7192, 1.8008, -6.6516], [-2.7942, 0.5548, -6.0421], [-1.8714, -0.3743, -6.4308], [-1.0092, -0.9453, -5.4207], [-0.6563, 0.0516, -4.2959], [-0.0262, 1.0682, -4.6328], [-1.0665, -0.2585, -3.1457], [-4.9117, -1.1737, -3.9865], [-3.1659, -1.1581, -3.6871], [-3.7958, -1.8755, -5.1786], [-5.5416, 1.0768, -4.1491], [-3.5999, 3.7557, -6.8552], [-1.8882, 1.9864, -7.3183], [-0.1004, -1.2149, -5.9560], [-1.4690, -1.8415, -5.0038]],
  "forces_ev_per_a": [[0.475, -0.273, 0.666], [0.042, -0.049, -0.031], [-0.010, 0.047, 0.000], [-0.020, -0.004, -0.010], [0.010, 0.009, -0.010], [-0.014, -0.017, 0.017], [0.058, -0.010, -0.013], [-0.025, -0.021, 0.002], [-0.042, 0.024, 0.013], [-0.014, -0.014, 0.018], [0.004, 0.013, -0.021], [0.018, 0.007, 0.008], [-0.019, -0.019, -0.006], [0.019, 0.042, -0.026], [-0.041, -0.009, 0.026], [0.009, 0.006, 0.004], [0.022, -0.007, -0.015], [-0.015, 0.000, -0.002], [-0.021, -0.041, 0.031], [-0.071, -0.010, -0.011], [0.043, 0.031, -0.054], [0.015, 0.001, 0.004], [-0.008, 0.021, -0.003], [0.010, 0.004, -0.025], [0.003, -0.001, 0.003], [0.001, -0.002, 0.001], [-0.003, 0.001, 0.000], [0.002, -0.006, -0.007], [0.003, -0.003, -0.005], [0.006, 0.002, 0.011], [0.001, 0.002, -0.004], [-0.001, 0.000, 0.003], [-0.006, -0.005, 0.001], [0.056, 0.015, -0.012], [0.009, 0.036, -0.009], [-0.112, 0.100, -0.056], [0.018, -0.019, 0.016], [-0.038, 0.042, -0.082], [-0.124, -0.017, 0.025], [0.001, -0.011, -0.011], [0.017, 0.015, 0.025], [0.000, 0.000, -0.009], [0.008, 0.008, -0.009], [0.004, 0.007, -0.007], [0.018, -0.028, 0.049], [-0.024, 0.192, 0.020], [0.006, -0.027, -0.014], [-0.043, 0.087, 0.012], [-0.005, 0.010, 0.007], [-0.001, -0.014, 0.003], [-0.008, -0.003, 0.004], [0.023, 0.026, 0.025], [-0.009, -0.069, 0.053], [-0.008, -0.073, 0.005], [0.001, 0.002, -0.001], [0.003, 0.010, -0.006], [-0.013, -0.021, -0.006], [-0.024, 0.023, -0.005], [-0.008, -0.003, -0.006], [0.000, 0.000, 0.001], [-0.002, 0.001, -0.001], [0.009, -0.022, -0.006], [-0.013, 0.050, 0.013], [-0.004, 0.001, 0.003], [-0.003, -0.001, 0.001], [0.001, -0.005, 0.001], [-0.004, -0.019, 0.002], [0.064, -0.082, -0.069], [0.001, -0.006, 0.001], [0.002, -0.001, -0.001], [0.000, -0.001, 0.002], [-0.008, 0.007, 0.018], [-0.003, -0.003, -0.017], [0.011, -0.068, 0.007], [0.002, -0.008, -0.013], [0.020, -0.004, -0.021], [-0.007, 0.004, 0.009], [0.021, 0.011, 0.049], [0.037, -0.040, -0.014], [-0.011, -0.006, 0.040], [-0.004, 0.005, 0.001], [-0.004, 0.000, -0.006], [0.000, 0.000, 0.000], [0.006, -0.002, 0.000], [-0.002, -0.002, 0.007], [0.005, 0.002, -0.005], [0.030, 0.016, 0.011], [-0.003, 0.012, -0.015], [0.004, 0.005, -0.007], [-0.014, 0.004, 0.007], [0.007, -0.005, 0.001], [0.010, 0.001, -0.008], [-0.007, 0.009, 0.007], [-0.012, -0.035, 0.029], [0.027, 0.019, -0.031], [-0.013, -0.051, -0.009], [-0.069, 0.112, 0.049], [-0.033, 0.032, -0.057], [-0.219, 0.069, -0.611], [-0.008, 0.010, 0.008], [-0.007, -0.014, 0.010], [0.000, 0.001, 0.002], [-0.002, -0.002, 0.009], [0.001, -0.001, 0.000], [0.001, -0.002, 0.000], [0.007, 0.001, 0.020], [0.012, 0.002, 0.004]],
  "total_charge": -2,
  "largest_force_ha_per_bohr": 0.0168,
  "de_lowest_ev": 0.369,
  "spin_multiplicity": 1,
  "gap_ev": 3.70
}